Version P
This record from OMol25 describes a molecular structure, C4H12N2O2. The level of theory is ωB97M-V/def2-TZVPD.

Structure (ORCA input):
```
! wB97M-V def2-TZVPD RIJCOSX def2/J DEFGRID3
* xyz 0 1
C 1.1807 -2.0372 0.1896
C 1.1815 -1.8615 1.6971
O 0.0455 -2.2450 -0.3894
H -0.8449 -1.3160 -0.2079
H 2.0214 -2.6266 -0.1985
H 1.6705 -0.7164 -0.2044
H 2.1696 -1.5911 2.0677
H 0.4557 -1.1006 1.9856
H 0.8767 -2.8053 2.1536
C -2.2189 1.8194 -0.4913
N 0.0863 0.9408 -0.6437
C -1.1945 0.7285 -0.4497
N 0.5093 2.2390 -1.0374
O -1.6061 -0.4312 -0.0873
H 1.0192 0.0669 -0.4243
H 1.2994 2.4971 -0.4522
H 0.8505 2.1826 -1.9939
H -2.6478 1.9442 0.5013
H -1.8340 2.7724 -0.8381
H -3.0200 1.5399 -1.1770
*
```

Properties
HOMO level = -8.8 eV
Gap between HOMO and LUMO = 0.353 hartree



Version Q
This record from OMol25 describes 2 unconnected molecules or ions with the total composition C4H12N2O2. The level of theory is ωB97M-V/def2-TZVPD.

Structure (ORCA input):
```
! wB97M-V def2-TZVPD RIJCOSX def2/J DEFGRID3
* xyz 0 1
C -1.4082 -1.9296 -1.3301
C -1.5801 -0.5315 -0.8331
C -1.2860 -0.1252 0.4244
N -0.6980 -0.8829 1.4449
O -1.6307 1.1409 0.7943
H -2.2154 -2.5743 -0.9680
H -1.4436 -1.9378 -2.4182
H -0.4802 -2.3781 -0.9723
H -2.1572 0.1486 -1.4382
H -1.0095 -1.8444 1.4719
H 0.3127 -0.8645 1.3950
H -1.0674 1.3802 1.5429
C 2.4029 1.1701 1.0036
O 1.1571 1.0213 0.3828
N 0.9916 1.1164 -1.2823
H 3.1573 0.4927 0.5836
H 2.2620 0.9274 2.0633
H 2.7799 2.1984 0.9293
H 1.7572 1.7740 -1.4425
H 0.1555 1.6983 -1.3515
*
```

Properties
HOMO level = -7.8 eV
Gap between HOMO and LUMO = 0.315 hartree



Most stable to least stable, the ends of the list are version P and version Q.



Version P
This record from OMol25 describes C4H5NO in the gas phase. The level of theory is ωB97M-V/def2-TZVPD.

Structure (ORCA input):
```
! wB97M-V def2-TZVPD RIJCOSX def2/J DEFGRID3
* xyz 0 1
H -1.8797 -0.0412 0.0304
N -1.3146 0.8388 0.0356
C -0.0924 0.5967 -0.0200
C 0.9258 1.5808 -0.0016
C 1.7770 2.4282 0.0055
O 0.4503 -0.7515 -0.0352
C -0.5357 -1.7678 -0.0063
H 2.4348 3.2496 -0.0020
H 0.3780 -2.4425 -0.0265
H -1.0435 -1.8454 0.9579
H -1.1000 -1.8458 -0.9378
*
```

Properties
HOMO level = -10.3 eV
Gap between HOMO and LUMO = 0.414 hartree



Version Q
This record from OMol25 describes a molecular structure, C4H5NO. The level of theory is ωB97M-V/def2-TZVPD.

Structure (ORCA input):
```
! wB97M-V def2-TZVPD RIJCOSX def2/J DEFGRID3
* xyz 0 1
C -0.8930 0.4169 -0.6945
C -0.0329 -0.5928 1.0583
C 0.3514 0.6261 0.2122
C -1.2881 -0.4790 0.3948
N 1.3878 0.3054 -0.6935
O 1.6680 -0.9203 -0.8427
H -1.5647 1.1733 -1.0605
H -0.6887 -0.0053 -1.6844
H 0.6680 -1.2016 0.4994
H -0.0239 -0.9162 2.0017
H 0.4162 1.5935 0.8092
*
```

Properties
HOMO level (alpha / beta) = -8.0 / -8.0 eV
Gap between HOMO and LUMO (alpha / beta) = 0.267 / 0.267 hartree



Most stable to least stable, the ends of the list are version P and version Q.



Version P
This record from OMol25 describes a molecular structure, C6H12O. The level of theory is ωB97M-V/def2-TZVPD.

Structure (ORCA input):
```
! wB97M-V def2-TZVPD RIJCOSX def2/J DEFGRID3
* xyz 0 1
C 1.9460 1.2611 -0.3719
C 0.9045 -0.4670 0.5197
C -0.4700 -0.6686 0.2181
C -0.8718 -1.7121 -0.8076
C -1.5301 -0.0899 1.1244
C -1.2407 0.8565 0.0322
O -0.4664 1.9072 0.1801
H 2.0554 2.3661 -0.3277
H 1.9274 0.9748 -1.4244
H 2.8303 0.8577 0.1172
H 1.1793 -0.1590 1.5231
H 1.6186 -1.1352 0.0401
H -0.1967 -1.7019 -1.6695
H -0.8633 -2.7248 -0.3844
H -1.8855 -1.5299 -1.1818
H -1.2065 0.2118 2.1168
H -2.4860 -0.6077 1.1038
H -1.8664 0.8116 -0.8670
H 0.6219 1.5493 0.0586
*
```

Properties
HOMO level = -8.8 eV
Gap between HOMO and LUMO = 0.344 hartree



Version Q
This record from OMol25 describes 2 unconnected molecules or ions with the total composition C6H12O. The level of theory is ωB97M-V/def2-TZVPD.

Structure (ORCA input):
```
! wB97M-V def2-TZVPD RIJCOSX def2/J DEFGRID3
* xyz 0 1
C -0.8036 2.1897 0.0278
C -0.1515 0.9325 0.4683
C 0.5126 0.0632 -0.3069
C 0.5205 0.1921 -1.7832
O 0.0687 1.1154 -2.4327
C 1.2646 -1.0888 0.3174
C 0.3903 -1.9841 1.1978
H 0.0751 2.8403 0.0770
H -1.5743 2.5535 0.7146
H -1.1603 2.1826 -1.0020
H -0.1178 0.8013 1.5506
H 0.9957 -0.6589 -2.3168
H 2.0869 -0.6783 0.9161
H 1.7309 -1.6899 -0.4725
H 0.9895 -2.7593 1.6855
H -0.1048 -1.4033 1.9843
H -0.3941 -2.4721 0.6093
H -1.9205 -0.3463 -0.6350
H -2.4079 0.2103 -0.5996
*
```

Properties
HOMO level = -9.4 eV
Gap between HOMO and LUMO = 0.357 hartree



Most stable to least stable, the ends of the list are version Q and version P.



Version P
This record from OMol25 describes a molecular structure, C4H6N2S. The level of theory is ωB97M-V/def2-TZVPD.

Structure (ORCA input):
```
! wB97M-V def2-TZVPD RIJCOSX def2/J DEFGRID3
* xyz 0 1
C -3.2103 -0.6238 0.0804
C -2.1871 0.2639 -0.0317
C 0.4326 1.0976 -0.0447
C 3.3882 -0.7784 0.0977
H -3.0090 -1.6932 0.0538
H -4.1911 -0.0910 -0.1117
H -2.3790 1.4569 -0.3619
H -0.0055 2.1298 0.0796
H 3.5223 -1.9104 0.0300
H 4.4174 -0.0693 0.8178
N 1.7308 0.9046 -0.0030
N 2.0788 -0.3408 -0.4891
S -0.5881 -0.3459 -0.1169
*
```

Properties
HOMO level = -8.2 eV
Gap between HOMO and LUMO = 0.287 hartree



Version Q
This record from OMol25 describes C4H6N2S in the gas phase. The level of theory is ωB97M-V/def2-TZVPD.

Structure (ORCA input):
```
! wB97M-V def2-TZVPD RIJCOSX def2/J DEFGRID3
* xyz 0 1
C -0.2389 1.9065 0.0335
N -0.3624 0.3661 -0.2303
C -1.5566 -0.3827 -0.0435
N -1.2553 -1.6439 0.0266
C 0.1293 -1.7787 0.0288
C 0.7439 -0.5094 -0.1193
S 2.4296 -0.2193 -0.0465
H -1.3032 2.2316 0.1104
H 0.3229 2.2616 -0.7169
H 0.2820 2.0822 1.0029
H -2.6331 -0.0058 -0.1141
H 0.6267 -2.7765 -0.1446
H 2.8152 -1.5319 0.2131
*
```

Properties
HOMO level = -7.9 eV
Gap between HOMO and LUMO = 0.315 hartree



Most stable to least stable, the ends of the list are version Q and version P.



Version P
This record from OMol25 describes C4H6N2S in the gas phase. The level of theory is ωB97M-V/def2-TZVPD.

Structure (ORCA input):
```
! wB97M-V def2-TZVPD RIJCOSX def2/J DEFGRID3
* xyz 0 1
N 0.5896 0.5764 -2.1122
C 0.2157 0.0604 -0.8844
C 0.1358 -1.1966 -0.4023
C -0.4173 -1.1877 0.8724
C -0.4564 0.1607 1.2003
S -0.9738 0.9462 2.7429
N -0.1190 0.9086 0.1077
H 1.2334 0.0366 -2.6382
H -0.2391 0.7500 -2.6754
H 0.5216 -2.0325 -0.9706
H -0.6698 -2.0651 1.4671
H 0.2336 1.1403 3.2856
H -0.0542 1.9028 0.0069
*
```

Properties
HOMO level = -7.9 eV
Gap between HOMO and LUMO = 0.323 hartree



Version Q
This record from OMol25 describes C4H6N2S in the gas phase. The level of theory is ωB97M-V/def2-TZVPD.

Structure (ORCA input):
```
! wB97M-V def2-TZVPD RIJCOSX def2/J DEFGRID3
* xyz 0 1
H 0.9045 -0.2133 -2.4726
N -0.0970 -0.0054 -2.3135
C -0.2933 0.0523 -1.0580
C -1.7260 0.3151 -0.7132
S -2.4567 0.4160 0.7254
N 0.8230 -0.0902 -0.1649
C 0.9467 0.5776 1.1333
C 0.7671 -0.8960 1.0769
H -2.2807 0.4700 -1.6510
H 0.0882 1.1515 1.4970
H 1.9109 1.0275 1.3389
H -0.2050 -1.2507 1.3951
H 1.6183 -1.5543 1.2065
*
```

Properties
HOMO level = -9.0 eV
Gap between HOMO and LUMO = 0.292 hartree



Most stable to least stable, the ends of the list are version P and version Q.



Version P
This record from OMol25 describes C4H6N2S in the gas phase. The level of theory is ωB97M-V/def2-TZVPD.

Structure (ORCA input):
```
! wB97M-V def2-TZVPD RIJCOSX def2/J DEFGRID3
* xyz 0 1
C 2.4510 -0.0362 -0.2202
C 1.5733 1.0638 -0.0416
C -0.1283 -0.4946 0.2115
C -1.4159 -1.1467 0.1055
N 2.1739 -1.2623 -0.3461
N 0.2180 0.7375 0.0232
S -2.8452 0.0534 -0.3693
H 3.5510 0.4038 -0.1806
H 1.6634 2.1373 -0.1178
H -1.5251 -1.7025 -0.7448
H -1.8501 -1.6562 0.8829
H -0.5163 1.5391 -0.1156
H -3.3499 0.3636 0.9129
*
```

Properties
HOMO level (alpha / beta) = -7.5 / -7.9 eV
Gap between HOMO and LUMO (alpha / beta) = 0.235 / 0.279 hartree



Version Q
This record from OMol25 describes C4H6N2S in the gas phase. The level of theory is ωB97M-V/def2-TZVPD.

Structure (ORCA input):
```
! wB97M-V def2-TZVPD RIJCOSX def2/J DEFGRID3
* xyz 0 1
C -1.6913 -0.8919 1.0623
C -1.1052 -0.3216 -0.1771
S -1.5347 -0.0159 -1.8578
N 0.1789 0.2396 0.1426
C 0.9812 0.2025 1.3728
C 2.3977 0.3198 0.9452
N 3.4096 0.7866 0.3007
H -1.1405 -1.7458 1.3957
H -2.7520 -1.5045 0.8507
H -1.9002 -0.2822 1.7986
H 0.5308 0.7005 -0.8248
H 0.4719 0.8219 2.2341
H 0.7310 -0.7729 1.9483
*
```

Properties
HOMO level = -8.8 eV
Gap between HOMO and LUMO = 0.326 hartree



Version R
This record from OMol25 describes C4H6N2S in the gas phase. The level of theory is ωB97M-V/def2-TZVPD.

Structure (ORCA input):
```
! wB97M-V def2-TZVPD RIJCOSX def2/J DEFGRID3
* xyz 0 1
C 1.4200 0.1341 -1.5213
N 0.4446 -0.3848 -0.6693
C -0.1948 -1.5477 -0.9112
N -1.2020 -1.7682 -0.1510
C -1.1970 -0.7395 0.7400
C -0.2274 0.2263 0.3843
S 0.2530 1.6866 1.0698
H 1.2093 -0.4677 -2.5627
H 2.5425 -0.0409 -1.2138
H 1.1481 1.1706 -1.7626
H 0.2257 -2.2437 -1.6089
H -1.9049 -0.5689 1.6032
H -0.7725 1.7971 2.0192
*
```

Properties
HOMO level = -7.9 eV
Gap between HOMO and LUMO = 0.313 hartree



Most stable to least stable, the ends of the list are version R and version P.



Version P
This record from OMol25 describes C4H6N2S in the gas phase. The level of theory is ωB97M-V/def2-TZVPD.

Structure (ORCA input):
```
! wB97M-V def2-TZVPD RIJCOSX def2/J DEFGRID3
* xyz 0 1
C -0.1104 1.8118 0.0112
N 0.2799 0.3985 -0.0599
C 1.5409 -0.1011 0.0018
N 1.6078 -1.4213 -0.0056
C 0.2764 -1.8011 -0.0507
C -0.5444 -0.7168 -0.0375
S -2.3234 -0.4835 -0.0312
H 0.8054 2.3688 -0.1034
H -0.5329 2.0242 0.9515
H -0.7924 2.0434 -0.8065
H 2.3828 0.5397 -0.1261
H -0.0183 -2.8674 0.0982
H -2.5711 -1.7953 0.1581
*
```

Properties
HOMO level = -8.2 eV
Gap between HOMO and LUMO = 0.325 hartree



Version Q
This record from OMol25 describes C4H6N2S in the gas phase. The level of theory is ωB97M-V/def2-TZVPD.

Structure (ORCA input):
```
! wB97M-V def2-TZVPD RIJCOSX def2/J DEFGRID3
* xyz 0 1
C -0.8205 -0.8321 -1.5147
C -0.4538 0.0218 -0.2906
N -1.2860 0.8052 0.3193
C -0.5848 1.3824 1.3803
C 0.6907 0.8948 1.3649
N 0.7727 0.0337 0.3101
S 2.1182 -0.7721 -0.2419
H -0.7842 -1.9361 -1.4280
H -1.7773 -0.4666 -1.9220
H -0.1758 -0.5824 -2.3190
H -1.0340 2.1837 1.9334
H 1.5441 1.1297 1.9359
H 1.7907 -1.8619 0.4723
*
```

Properties
HOMO level = -8.8 eV
Gap between HOMO and LUMO = 0.347 hartree



Version R
This record from OMol25 describes C4H6N2S in the gas phase. The level of theory is ωB97M-V/def2-TZVPD.

Structure (ORCA input):
```
! wB97M-V def2-TZVPD RIJCOSX def2/J DEFGRID3
* xyz 0 1
C 0.4380 -1.9423 -0.6198
C 0.7456 -0.8706 -1.3157
C 0.1043 0.4202 -1.2557
S 0.0666 1.4855 -2.4880
N -0.4377 0.9116 -0.0685
N -0.2791 0.2991 1.1522
C -0.6135 0.9952 2.1875
H 1.0821 -2.8332 -0.7187
H -0.3519 -1.9309 0.2014
H 1.5280 -0.9365 -2.1093
H -0.8930 1.7958 -0.1837
H -0.5737 0.5560 3.1725
H -0.8155 2.0500 2.0459
*
```

Properties
HOMO level = -8.6 eV
Gap between HOMO and LUMO = 0.305 hartree



Most stable to least stable, the ends of the list are version P and version R.